{
  "formula": "C8H34N2O8",
  "method": "wB97M-V/def2-TZVPD",
  "species": ["H", "C", "C", "H", "C", "H", "H", "H", "H", "H", "H", "H", "C", "H", "C", "H", "H", "O", "H", "H", "O", "H", "H", "H", "N", "H", "H", "H", "H", "N", "H", "O", "O", "C", "H", "H", "C", "H", "O", "H", "O", "H", "H", "H", "H", "O", "C", "H", "H", "H", "O", "H"],
  "positions_angstrom": [[-20.96626, -37.15740, 12.51059], [-21.71707, -37.13123, 13.30033], [-21.73855, -35.93471, 14.22437], [-22.55845, -33.29774, 20.10851], [-15.65280, -35.78633, 20.41221], [-20.83729, -32.97315, 18.02669], [-21.03350, -32.43990, 16.26425], [-22.41981, -33.27219, 21.61584], [-21.51147, -38.02325, 13.89204], [-17.64897, -34.04705, 15.57428], [-23.49810, -33.98544, 19.15096], [-20.47334, -36.81042, 15.82099], [-20.43289, -35.91501, 15.20074], [-20.67051, -31.59526, 17.46705], [-17.48817, -33.45391, 16.47452], [-23.53091, -32.49065, 18.91346], [-16.09031, -36.33758, 21.24456], [-22.97168, -33.19188, 19.24779], [-14.97733, -36.43762, 19.85753], [-16.52839, -32.93930, 16.52034], [-16.80480, -35.52201, 19.66270], [-19.94234, -33.84776, 17.65918], [-19.63503, -33.48252, 18.17415], [-19.77727, -35.58782, 17.72346], [-18.72477, -33.50255, 18.61133], [-19.29529, -34.89858, 19.76486], [-21.79509, -33.74593, 18.90835], [-15.98956, -33.86693, 18.67114], [-18.63154, -34.61626, 16.79073], [-21.68852, -34.76251, 13.33451], [-22.56348, -34.45336, 12.93580], [-20.13170, -35.26118, 19.47304], [-20.61741, -34.72937, 16.04428], [-19.68074, -34.72391, 17.06586], [-21.05943, -33.09438, 20.99505], [-22.68805, -37.27428, 12.82618], [-17.86058, -34.26508, 17.70764], [-19.82181, -33.24686, 20.13660], [-20.86474, -33.55860, 18.78348], [-18.86733, -33.91790, 19.52087], [-21.98143, -33.57435, 20.82038], [-15.81585, -35.34436, 17.87040], [-20.59178, -34.51856, 19.08178], [-15.24027, -34.83773, 20.75580], [-21.54024, -34.01967, 14.00258], [-20.76498, -32.50376, 17.18080], [-16.54504, -34.77833, 18.45004], [-19.51673, -35.91486, 14.61020], [-18.49879, -35.05631, 17.31428], [-18.08182, -32.56180, 16.27498], [-20.30149, -32.61055, 20.66692], [-22.62046, -35.99931, 14.86168]],
  "e_above_lowest_ev": 35.5186,
  "gap_ev": 5.075,
  "energy_ha": -1035.3118,
  "e_lumo_ev": -0.9,
  "max_force_ev_per_a": 17.6,
  "charge": 0
}